Record 1
Below is a 19-piece molecular cluster, C68H110F8O37 overall, with properties calculated with wB97M-V/def2-TZVPD.

XYZ file:
```
223
Properties=species:S:1:pos:R:3
C 18.15 11.62 13.38
C 19.09 11.06 14.43
C 19.48 12.23 15.25
O 19.71 13.21 14.24
C 18.77 13.09 13.19
H 17.11 11.69 13.89
H 18.12 11.03 12.47
H 19.96 10.60 13.94
H 18.65 10.28 15.03
H 20.38 12.23 15.95
H 18.67 12.54 15.90
H 19.34 13.26 12.27
H 17.91 13.80 13.33
C 18.50 21.29 21.46
C 19.79 20.64 20.90
C 19.30 19.35 20.25
O 17.92 19.54 20.00
C 17.34 20.37 21.00
H 18.46 22.29 21.01
H 18.47 21.47 22.53
H 20.57 20.44 21.63
H 20.22 21.30 20.10
H 19.45 18.59 21.00
H 19.67 19.01 19.31
H 16.90 19.73 21.79
H 16.47 20.90 20.56
C 14.73 21.48 13.02
C 16.09 20.86 12.66
C 15.98 19.48 13.35
O 14.62 19.06 13.10
C 13.85 20.28 12.96
H 14.38 22.07 12.21
H 14.85 22.02 13.96
H 16.81 21.47 13.13
H 16.11 20.67 11.59
H 16.26 19.58 14.40
H 16.60 18.68 12.94
H 13.06 20.40 13.73
H 13.27 20.12 12.05
C 23.64 16.04 17.48
C 22.17 15.69 17.14
C 21.37 16.76 17.95
O 22.30 17.85 18.26
C 23.52 17.57 17.59
H 24.29 15.80 16.63
H 24.02 15.48 18.35
H 22.05 14.64 17.39
H 22.12 15.86 16.10
H 21.10 16.33 18.92
H 20.54 17.13 17.42
H 24.26 18.07 18.20
H 23.54 18.00 16.61
C 12.38 13.78 19.67
C 11.81 13.42 21.10
C 12.54 14.56 21.97
O 12.91 15.63 21.09
C 12.31 15.28 19.83
H 11.80 13.29 18.89
H 13.44 13.63 19.66
H 12.21 12.42 21.43
H 10.71 13.42 21.20
H 13.53 14.21 22.36
H 11.98 14.96 22.78
H 12.78 15.78 19.01
H 11.26 15.58 19.80
C 19.30 21.14 14.94
C 20.03 20.62 16.20
C 19.34 21.38 17.38
O 18.22 22.04 16.79
C 18.50 22.34 15.43
H 18.58 20.40 14.53
H 19.99 21.41 14.12
H 21.09 20.79 16.05
H 19.82 19.56 16.34
H 19.98 22.16 17.82
H 19.10 20.72 18.21
H 19.13 23.26 15.40
H 17.55 22.50 14.97
C 11.83 19.84 18.60
C 11.86 19.48 17.11
C 13.30 19.60 16.80
O 13.91 18.85 17.87
C 13.21 19.26 19.07
H 10.99 19.47 19.15
H 11.87 20.94 18.74
H 11.20 20.16 16.67
H 11.52 18.44 16.97
H 13.60 20.64 16.87
H 13.63 19.13 15.87
H 13.78 20.00 19.59
H 13.18 18.38 19.78
C 14.66 13.82 12.50
C 14.36 15.31 12.18
C 12.93 15.59 12.78
O 12.55 14.38 13.36
C 13.28 13.27 12.73
H 15.11 13.75 13.48
H 15.25 13.22 11.78
H 14.41 15.58 11.14
H 15.04 15.98 12.67
H 12.25 15.78 11.98
H 12.96 16.43 13.51
H 12.72 13.02 11.85
H 13.17 12.37 13.38
C 17.91 14.44 9.35
C 17.10 14.43 8.07
C 17.79 15.42 7.17
O 19.09 15.74 7.83
C 19.27 14.62 8.73
H 17.79 13.47 9.90
H 17.54 15.22 10.07
H 16.08 14.71 8.24
H 17.09 13.45 7.64
H 17.25 16.33 7.06
H 17.92 15.05 6.15
H 20.12 14.73 9.43
H 19.50 13.80 8.04
C 15.87 16.91 15.92
C 17.38 16.80 15.86
C 17.66 15.31 15.85
O 16.46 14.73 15.30
C 15.35 15.42 15.86
H 15.41 17.46 15.09
H 15.49 17.47 16.85
H 17.89 17.38 16.68
H 17.63 17.23 14.90
H 17.96 14.85 16.83
H 18.41 15.06 15.10
H 15.17 15.10 16.90
H 14.45 15.23 15.27
C 10.81 13.24 15.90
C 9.79 14.24 15.28
O 8.97 14.56 16.36
C 9.09 13.53 17.34
O 8.38 13.49 18.27
O 10.17 12.81 17.10
F 9.08 13.57 14.28
H 11.79 13.67 16.19
H 10.96 12.39 15.28
H 10.15 15.17 14.84
C 22.76 17.72 21.55
C 22.56 16.38 22.28
O 23.87 15.88 22.33
C 24.71 16.66 21.66
O 25.86 16.49 21.61
O 24.06 17.69 21.08
F 21.77 15.49 21.50
H 22.54 18.58 22.18
H 22.00 17.88 20.69
H 22.05 16.45 23.27
C 21.73 9.98 18.24
C 21.42 10.98 19.43
O 22.03 12.18 19.05
C 22.90 11.94 18.01
O 23.65 12.70 17.56
O 22.73 10.69 17.53
F 22.08 10.58 20.57
H 20.84 9.77 17.66
H 22.20 9.07 18.70
H 20.34 11.13 19.68
C 23.16 12.29 13.22
C 22.61 13.77 12.99
O 23.35 14.23 11.88
C 24.52 13.48 11.83
O 25.51 13.80 11.30
O 24.32 12.25 12.38
F 22.87 14.56 14.10
H 22.45 11.56 12.82
H 23.40 12.11 14.29
H 21.54 13.87 12.82
C 20.36 17.97 9.58
C 19.20 18.85 9.26
O 19.73 20.18 9.38
C 20.79 20.16 10.32
O 21.24 21.12 10.77
O 21.06 18.87 10.54
F 18.20 18.68 10.16
H 20.96 17.67 8.71
H 19.93 17.14 10.11
H 18.79 18.71 8.29
C 22.27 17.40 12.94
C 21.58 18.27 13.97
O 20.18 17.88 13.87
C 20.08 17.02 12.83
O 19.08 16.49 12.49
O 21.24 16.67 12.32
F 21.60 19.58 13.58
H 22.91 16.69 13.53
H 22.81 17.99 12.16
H 21.92 18.28 15.05
C 16.62 23.44 19.03
C 15.57 22.82 18.06
O 14.33 23.28 18.55
C 14.49 23.85 19.79
O 13.54 24.23 20.42
O 15.80 23.79 20.13
F 15.50 21.44 18.20
H 17.13 24.34 18.62
H 17.45 22.76 19.31
H 15.72 23.09 17.03
C 16.26 16.19 20.38
C 17.40 16.27 21.38
O 18.49 15.58 20.83
C 17.99 14.74 19.78
O 18.52 13.91 19.19
O 16.69 15.07 19.58
F 17.03 15.56 22.49
H 16.16 17.06 19.74
H 15.36 15.90 20.80
H 17.71 17.29 21.60
C 16.13 12.07 17.68
C 16.62 11.40 19.09
C 15.76 10.25 19.59
O 16.71 9.30 19.97
C 17.92 9.56 19.39
O 18.89 8.92 19.37
O 17.85 10.78 18.80
H 15.10 12.41 17.69
H 16.23 11.33 16.87
H 16.74 12.96 17.50
H 16.67 12.20 19.84
H 15.13 9.91 18.81
H 15.15 10.63 20.41
```

The calculation puts the HOMO-LUMO gap at 0.3658 Eh. The calculation puts the highest occupied orbital energy at -9.77 eV. The calculation puts the total energy at -6239.768887 hartree. The LUMO energy is 0.18 eV.

Mulliken atomic charge list, values in e, 8 entries:
1. C -0.65
2. C -0.64
3. C 0.73
4. O 0.43
5. C 0.45
6. H 0.07
7. H 0.50
8. H 0.15


Record 2
Below is C40H44Ge2N5Sr as an isolated structure, with properties calculated with wB97M-V/def2-TZVPD.

XYZ file:
```
92
Properties=species:S:1:pos:R:3
Sr 0.30 1.00 -0.17
C 1.70 4.34 -0.10
N 0.59 3.39 -0.11
C -0.58 3.91 -0.01
C -1.82 3.21 0.00
C -3.07 3.83 0.04
C -4.02 2.81 -0.02
C -3.29 1.63 -0.10
N -1.96 1.83 -0.09
C 2.19 4.69 1.28
C 1.92 3.91 2.39
C 2.46 4.23 3.63
C 3.27 5.34 3.77
C 3.54 6.14 2.67
C 3.00 5.81 1.43
H 1.41 5.26 -0.62
H 2.53 3.89 -0.67
H -0.68 5.00 0.07
H -3.24 4.89 0.11
H -5.09 2.91 -0.01
H -3.69 0.63 -0.16
H 1.29 3.04 2.30
H 2.24 3.60 4.49
H 3.68 5.60 4.74
H 4.16 7.01 2.77
H 3.23 6.43 0.57
C -2.75 -1.67 -0.25
C -3.94 -2.40 -0.16
C -4.56 -2.93 -1.32
C -5.72 -3.66 -1.23
C -6.31 -3.88 0.02
C -5.72 -3.36 1.18
C -4.56 -2.64 1.09
C -7.51 -4.64 0.11
N -8.48 -5.25 0.18
H -2.28 -1.29 0.65
H -2.28 -1.50 -1.20
H -4.10 -2.75 -2.29
H -6.18 -4.06 -2.12
H -6.19 -3.54 2.14
H -4.10 -2.24 1.99
C 3.67 -2.54 2.60
Ge 4.07 -0.65 2.18
C 3.11 0.38 3.57
C 5.99 -0.40 2.54
Ge 3.13 0.00 0.02
C 4.03 -1.19 -1.31
C 3.41 -1.49 -2.52
C 4.02 -2.29 -3.48
C 5.27 -2.82 -3.24
C 5.91 -2.55 -2.04
C 5.29 -1.75 -1.09
C 4.10 1.70 -0.39
C 4.20 2.11 -1.72
C 4.81 3.31 -2.06
C 5.32 4.14 -1.07
C 5.23 3.75 0.25
C 4.62 2.54 0.58
H 3.81 -2.71 3.66
H 4.35 -3.21 2.06
H 2.65 -2.81 2.33
H 3.42 0.06 4.56
H 2.03 0.21 3.49
H 3.29 1.45 3.48
H 6.18 -0.64 3.59
H 6.31 0.62 2.35
H 6.60 -1.06 1.93
H 2.41 -1.10 -2.72
H 3.51 -2.50 -4.41
H 5.75 -3.45 -3.98
H 6.89 -2.96 -1.84
H 5.81 -1.54 -0.17
H 3.82 1.48 -2.51
H 4.88 3.60 -3.10
H 5.80 5.08 -1.33
H 5.63 4.38 1.04
H 4.56 2.27 1.63
C 3.72 -5.37 -0.56
C 2.35 -4.89 -0.23
C 1.20 -5.56 0.13
C 0.22 -4.56 0.27
N 0.73 -3.36 0.03
N 2.02 -3.59 -0.26
C -1.21 -4.76 0.65
H 3.77 -6.45 -0.45
H 4.46 -4.93 0.11
H 3.99 -5.10 -1.58
H 1.08 -6.62 0.26
H 2.61 -2.82 -0.55
H -1.40 -5.81 0.84
H -1.88 -4.44 -0.15
H -1.47 -4.20 1.55
```

The calculation puts the HOMO-LUMO gap (alpha / beta) at 0.2479 / 0.2086 Eh. The calculation puts the highest occupied orbital energy (alpha / beta) at -7.18 / -7.18 eV. The calculation puts the total energy at -6008.925600 hartree. Its spin multiplicity is 2. The LUMO energy (alpha / beta) is -0.43 / -1.50 eV.

Mulliken atomic charge list, values in e, 8 entries:
1. Sr 1.49
2. C -1.43
3. N -0.46
4. C 0.29
5. C 0.33
6. C -0.93
7. C -0.96
8. C -0.27


Record 3
Below is a 2-piece molecular cluster, C10H23BIO5S overall, with properties calculated with wB97M-V/def2-TZVPD.

XYZ file:
```
41
Properties=species:S:1:pos:R:3
C 0.44 -1.11 2.04
C -0.23 0.27 2.03
C -0.47 0.80 0.62
C 0.81 0.98 -0.20
O 1.26 2.39 -0.29
S 1.49 3.07 1.13
I 2.39 5.16 0.53
B 3.12 2.32 1.93
O 3.21 2.83 3.18
O 3.90 1.46 1.31
C 4.35 1.52 -0.09
C 5.76 0.98 -0.17
H 1.53 -1.03 2.02
H 0.18 -1.67 2.94
H 0.14 -1.69 1.16
H -1.20 0.22 2.54
H 0.37 0.97 2.62
H -1.03 1.74 0.63
H -1.09 0.08 0.08
H 1.63 0.39 0.22
H 0.69 0.70 -1.24
H 3.14 2.25 3.94
H 4.28 2.55 -0.41
H 3.66 0.92 -0.69
H 5.90 0.41 -1.08
H 6.50 1.78 -0.13
H 5.95 0.32 0.68
O -1.82 -2.11 -0.16
C -2.84 -2.23 -0.79
O -2.77 -2.09 -2.12
C -3.88 -2.37 -3.00
C -4.81 -1.20 -3.14
C -4.17 -2.48 -0.13
H -4.39 -3.27 -2.67
H -3.40 -2.61 -3.95
H -5.29 -0.94 -2.19
H -5.60 -1.43 -3.86
H -4.27 -0.32 -3.49
H -4.60 -1.51 0.13
H -3.98 -3.03 0.79
H -4.88 -3.02 -0.73
```

The calculation puts the HOMO-LUMO gap at 0.2812 Eh. The calculation puts the highest occupied orbital energy at -12.64 eV. The calculation puts the total energy at -1491.571311 hartree. The LUMO energy is -4.99 eV. The charge is +1.

Mulliken atomic charge list, values in e, 8 entries:
1. C -1.06
2. C -0.13
3. C -0.39
4. C -0.30
5. O -0.23
6. S 0.00
7. I 0.18
8. B 0.70


Record 4
Below is C3H31N2O11S as an isolated structure, with properties calculated with wB97M-V/def2-TZVPD.

XYZ file:
```
48
Properties=species:S:1:pos:R:3
N -1.10 1.70 0.37
C -0.75 0.31 0.12
C -1.25 -0.26 -1.21
S 0.00 -0.33 -2.55
C -1.22 -0.55 1.34
N -0.89 -0.11 2.70
H -0.27 2.19 0.07
H -1.95 2.01 -0.05
H 0.34 0.18 -0.01
H -1.77 -1.21 -1.01
H -2.15 0.22 -1.67
H -2.38 -0.63 1.37
H -1.00 -1.56 1.08
H -0.89 0.90 2.70
H 0.03 -0.45 2.90
H 0.46 2.59 -3.64
H 1.41 2.71 -2.49
O 0.73 3.24 -2.98
H 1.00 0.66 -2.14
H 3.08 1.52 -2.57
O 2.48 1.58 -1.82
H -2.18 -4.53 0.60
H -3.14 -4.22 -0.56
O -3.13 -4.59 0.33
H -2.10 4.63 0.65
H -2.44 3.36 1.39
O -2.56 4.31 1.44
H 3.34 1.56 0.92
H 3.08 1.34 -0.84
O 3.46 0.86 0.28
H -0.12 4.43 -1.29
H 1.21 4.03 -0.68
O 0.31 4.26 -0.44
H 1.87 -4.01 2.06
H 1.58 -2.47 1.44
O 1.27 -3.27 1.97
H 3.80 -1.99 1.27
H 3.24 -0.65 0.84
O 2.96 -1.51 1.28
H 3.08 -2.76 -0.04
H 2.96 -3.71 -1.17
O 3.48 -3.61 -0.36
H -4.91 1.99 -0.54
H -4.07 2.59 -1.78
O -4.09 2.42 -0.83
H 0.20 -4.56 0.61
H -0.39 -4.03 1.88
O -0.63 -4.60 1.08
```

The calculation puts the HOMO-LUMO gap (alpha / beta) at 0.0624 / 0.2771 Eh. The calculation puts the highest occupied orbital energy (alpha / beta) at 2.67 / -3.18 eV. The calculation puts the total energy at -1468.169654 hartree. Its spin multiplicity is 2. The LUMO energy (alpha / beta) is 4.37 / 4.35 eV. The charge is -2.

Mulliken atomic charge list, values in e, 8 entries:
1. N -0.50
2. C 0.55
3. C -0.52
4. S -0.21
5. C -1.05
6. N -0.64
7. H 0.11
8. H 0.33


Record 5
Below is C37H35CeClN2S2Si2 as an isolated structure, with properties calculated with wB97M-V/def2-TZVPD.

XYZ file:
```
80
Properties=species:S:1:pos:R:3
C -1.23 -0.82 4.91
C -1.93 -0.24 3.80
C -1.81 -1.14 2.69
H -2.49 0.69 3.82
C -1.03 -2.27 3.12
C -0.68 -2.07 4.49
H -0.12 -2.76 5.13
H -1.18 -0.40 5.92
H -2.26 -1.02 1.71
H -0.79 -3.14 2.51
Ce 0.55 -0.26 3.15
Si -0.46 -0.09 -3.86
C 0.07 1.49 -4.70
C 1.41 1.71 -5.07
H 2.17 0.95 -4.85
C 1.78 2.91 -5.69
H 2.82 3.08 -5.97
C 0.81 3.89 -5.95
H 1.09 4.82 -6.45
C -0.52 3.68 -5.56
H -1.27 4.45 -5.76
C -0.89 2.49 -4.93
H -1.92 2.33 -4.60
C 0.33 -1.57 -4.70
C -0.06 -1.85 -6.02
H -0.77 -1.18 -6.53
C 0.45 -2.97 -6.68
H 0.15 -3.18 -7.71
C 1.35 -3.82 -6.03
H 1.74 -4.70 -6.54
C 1.75 -3.54 -4.72
H 2.45 -4.20 -4.21
C 1.25 -2.41 -4.06
H 1.59 -2.19 -3.04
H -1.93 -0.21 -3.95
Si 0.34 0.01 -1.66
C -0.56 -1.56 -1.06
C -1.91 -1.82 -1.36
H -2.54 -1.04 -1.80
C -2.45 -3.09 -1.16
H -3.49 -3.28 -1.43
C -1.66 -4.11 -0.62
H -2.07 -5.11 -0.49
C -0.34 -3.84 -0.25
H 0.28 -4.63 0.19
C 0.20 -2.56 -0.44
H 1.22 -2.34 -0.12
C -0.63 1.47 -0.98
C -1.85 1.33 -0.29
H -2.15 0.36 0.11
C -2.70 2.43 -0.15
H -3.68 2.30 0.31
C -2.30 3.69 -0.60
H -2.97 4.54 -0.52
C -1.02 3.86 -1.15
H -0.69 4.85 -1.47
C -0.18 2.76 -1.31
H 0.83 2.89 -1.73
H 1.51 0.06 -0.80
Cl 2.54 0.32 1.64
C -0.91 3.19 3.02
C -0.20 2.90 4.30
N 0.51 1.79 4.50
C 1.13 1.76 5.76
C 0.88 2.89 6.51
S -0.15 4.01 5.65
C 1.89 0.58 6.11
C 2.56 0.28 7.28
S 3.26 -1.31 7.22
C 2.62 -1.52 5.61
N 1.94 -0.46 5.17
C 2.86 -2.73 4.78
H -1.37 4.18 3.12
H -0.21 3.19 2.17
H -1.70 2.45 2.84
H 1.26 3.05 7.51
H 2.63 0.95 8.12
H 3.63 -3.33 5.29
H 1.95 -3.33 4.69
H 3.22 -2.45 3.78
```

The calculation puts the HOMO-LUMO gap (alpha / beta) at 0.2659 / 0.2661 Eh. The calculation puts the highest occupied orbital energy (alpha / beta) at -10.33 / -10.33 eV. The calculation puts the total energy at -3851.019496 hartree. Its spin multiplicity is 2. The LUMO energy (alpha / beta) is -3.09 / -3.09 eV. The charge is +1.

Mulliken atomic charge list, values in e, 8 entries:
1. C -0.44
2. C -0.90
3. C -0.35
4. H 0.74
5. C -0.74
6. C -0.71
7. H 0.75
8. H 0.48


no.,largest force on an atom (eV/A)
1,5.2
2,0.8
3,0.6
4,3.0
5,3.6